{"formula": "C9H12Cl3O2P2", "method": "ωB97M-V with the def2-TZVPD basis set", "symbols": ["Cl", "Cl", "Cl", "P", "P", "O", "O", "C", "C", "C", "C", "C", "C", "C", "C", "C", "H", "H", "H", "H", "H", "H", "H", "H", "H", "H", "H", "H"], "coordinates": [[1.127, 1.228, 6.331], [-1.786, 1.116, 6.323], [-2.850, -2.861, 0.205], [-1.788, -1.303, -0.862], [-2.598, -1.191, -2.929], [-0.319, 1.347, 1.942], [-2.147, -2.455, -3.790], [-0.451, 0.836, 0.701], [2.018, 0.616, -2.890], [0.708, 0.953, -1.946], [-0.316, 0.882, 5.370], [3.450, -0.406, -0.649], [-1.928, 0.358, 0.076], [0.842, 0.575, -0.326], [3.381, -0.059, -2.255], [2.183, -0.096, 0.354], [-2.638, 0.208, 1.008], [-0.339, 1.554, 4.509], [1.985, 0.824, -4.046], [-2.011, -0.012, -3.530], [-0.285, 1.407, -2.403], [-0.275, -0.155, 5.028], [2.206, -0.365, 1.494], [-0.442, -1.804, -1.014], [-4.061, -1.169, -2.933], [4.399, -0.908, -0.181], [-2.370, 1.192, -0.653], [4.305, -0.309, -2.934]], "charge": 1, "lumo_ev": -5.7, "orbital_gap_ha": 0.253}

---

{"formula": "C2H10NO", "method": "ωB97M-V with the def2-TZVPD basis set", "symbols": ["O", "N", "C", "C", "H", "H", "H", "H", "H", "H", "H", "H", "H", "H"], "coordinates": [[1.530, 0.037, -0.236], [-1.066, -0.810, -0.536], [-2.248, -0.400, 0.228], [2.317, 1.184, 0.216], [-3.190, -0.748, -0.174], [-0.899, -0.074, -1.269], [-2.288, 0.640, 0.549], [-1.269, -1.629, -1.156], [1.644, 2.015, 0.183], [2.676, 1.065, 1.238], [-0.209, -0.945, 0.017], [-2.250, -0.793, 1.237], [3.206, 1.172, -0.389], [2.046, -0.715, 0.095]], "lumo_ev": [1.0, 0.6], "orbital_gap_ha": [0.158, 0.425], "multiplicity": 2}

---

{"formula": "C10H24Al2B2BeClF11N4O8P2S", "method": "ωB97M-V with the def2-TZVPD basis set", "symbols": ["Cl", "S", "P", "P", "Al", "Al", "F", "F", "F", "F", "F", "F", "F", "F", "F", "F", "F", "O", "O", "O", "O", "O", "O", "O", "O", "N", "N", "N", "N", "C", "C", "C", "C", "C", "C", "C", "C", "C", "C", "B", "B", "Be", "H", "H", "H", "H", "H", "H", "H", "H", "H", "H", "H", "H", "H", "H", "H", "H", "H", "H", "H", "H", "H", "H", "H", "H"], "coordinates": [[2.467, 4.299, 0.563], [-0.766, 4.133, -4.637], [-3.624, 2.439, -3.479], [-1.405, 1.900, -3.880], [1.625, 2.176, -0.459], [0.670, -4.453, 2.768], [0.011, 6.500, -3.870], [-2.470, 5.620, -4.065], [-0.114, 4.500, -1.047], [1.105, -5.017, 6.074], [-0.667, -3.590, 5.980], [1.295, 4.956, -3.162], [4.712, 4.337, 1.097], [-0.077, 6.637, -1.408], [0.003, -4.457, 8.001], [-1.007, -5.853, 6.469], [-1.916, 5.563, -1.764], [-1.348, -8.553, 4.847], [-2.290, -7.613, 3.077], [3.077, -0.347, -0.433], [-1.901, 4.947, -5.425], [-1.680, -6.348, 4.708], [0.903, 0.823, -5.370], [0.303, 3.922, -5.585], [0.044, -0.757, 2.634], [1.141, 0.878, 3.772], [-4.538, 1.568, -4.400], [-0.781, -0.071, 4.620], [2.700, -2.503, 0.071], [2.499, -3.629, 0.948], [-1.691, 0.128, -3.392], [0.132, -0.010, 3.617], [0.026, 5.295, -3.309], [-0.592, 5.478, -1.867], [1.561, 1.616, -3.082], [2.947, -1.201, 0.427], [3.043, -0.893, 1.899], [-1.784, -7.506, 4.189], [-2.166, -0.245, -2.218], [0.488, 1.387, -4.226], [-0.119, -4.710, 6.674], [-2.950, -1.968, 3.810], [2.105, -1.130, 2.403], [2.570, -3.313, 1.992], [-1.091, 2.221, -2.443], [-1.552, -9.285, 4.231], [-2.478, -1.258, -2.001], [0.227, 0.299, -5.820], [2.384, 2.250, -3.419], [3.862, -1.449, 2.358], [-2.249, 0.470, -1.408], [-1.492, -0.770, 4.480], [-1.469, -0.650, -4.118], [-3.953, 3.787, -3.707], [1.092, 2.134, -2.213], [-4.042, 0.963, -5.046], [-3.882, 2.170, -2.114], [3.242, 0.168, 2.017], [3.238, -4.412, 0.764], [-0.766, 0.475, 5.464], [1.497, -4.037, 0.730], [1.840, 0.915, 3.056], [2.656, -2.658, -0.926], [-1.748, 1.613, -5.273], [1.914, 0.634, -2.744], [1.224, 1.485, 4.569]], "charge": 2, "lumo_ev": -10.9, "orbital_gap_ha": 0.056}

---

{"formula": "C3H4N2O2S", "method": "ωB97M-V with the def2-TZVPD basis set", "symbols": ["S", "O", "O", "N", "N", "C", "C", "C", "H", "H", "H", "H"], "coordinates": [[1.172, -1.016, 2.195], [-0.311, 0.886, -2.290], [1.829, -1.620, -0.463], [0.608, -0.177, 0.762], [-1.288, 1.111, -0.115], [1.240, -0.568, -0.414], [-1.285, 0.797, -1.513], [-0.509, 0.718, 0.760], [0.413, -2.095, 2.188], [-0.620, 1.075, 1.853], [1.120, 0.196, -1.153], [-2.371, 0.693, -1.810]], "lumo_ev": -0.2, "orbital_gap_ha": 0.369}